Density functional theory data (wB97M-V/def2-TZVPD) for one molecule with the formula C5H7N.

Computed properties:
Max |F| = 0.0107 hartree/bohr
Kohn-Sham gap = 0.2728 hartree
ΔE to the lowest compared entry with this formula, charge and spin = 5.148 eV

Structure (ORCA input):
```
! RIJCOSX wB97M-V def2-TZVPD def2/J DEFGRID3
* xyz 0 1
C -2.778 -0.088 0.277
C -1.500 0.252 -0.008
C -0.243 -0.419 0.268
C 0.897 -0.154 -0.575
C 2.117 0.346 0.206
N 2.108 -0.980 -0.302
H -1.416 1.278 -0.391
H -3.509 0.718 0.280
H -3.163 -1.092 0.454
H 0.858 0.187 -1.613
H 2.008 0.526 1.273
H 2.765 1.045 -0.322
H 1.856 -1.618 0.453
*
```

The Löwdin scheme yields these atomic charges, measured in e:
1 C 0.02
2 C -0.23
3 C 0.06
4 C -0.35
5 C -0.15
6 N 0.01
7 H 0.10
8 H 0.05
9 H 0.06
10 H 0.13
11 H 0.11
12 H 0.11
13 H 0.09

Density functional theory data (wB97M-V/def2-TZVPD) for C30H49AsN6O2RuS2Si2 as an isolated structure at a distorted geometry.

Computed properties:
Max |F| = 0.0216 hartree/bohr
Kohn-Sham gap (spin up / spin down) = 0.1947 / 0.1948 hartree
ΔE to the lowest compared entry with this formula, charge and spin = 0.878 eV

Structure (ORCA input):
```
! RIJCOSX wB97M-V def2-TZVPD def2/J DEFGRID3
* xyz 2 1
Ru 0.256 -0.179 0.176
C -1.307 -2.951 5.152
N -1.096 -2.653 3.729
C -1.872 -3.509 2.830
C -0.575 -1.490 3.308
S -1.289 -0.757 1.896
N 0.382 -0.903 4.025
C 0.706 0.518 3.886
C 1.306 -1.655 4.880
H -2.364 -3.179 5.293
H -1.067 -2.088 5.763
H -0.719 -3.809 5.478
H -1.824 -4.527 3.216
H -1.452 -3.481 1.828
H -2.916 -3.197 2.782
H -0.198 1.090 3.698
H 1.405 0.688 3.074
H 1.149 0.849 4.823
H 1.262 -2.714 4.644
H 1.095 -1.510 5.938
H 2.314 -1.291 4.684
C 2.681 1.177 -4.484
N 1.557 0.278 -4.270
C 0.957 -0.513 -5.354
C -0.271 -1.146 -4.677
N -0.027 -0.850 -3.257
C 0.951 0.061 -3.114
S 1.350 0.881 -1.673
H 3.220 0.854 -5.372
H 3.354 1.144 -3.630
H 2.340 2.203 -4.627
H 1.671 -1.256 -5.709
H 0.685 0.132 -6.187
H -0.333 -2.217 -4.848
H -1.201 -0.683 -5.007
H -0.764 -0.889 -2.574
C 2.436 -5.251 0.762
Si 1.610 -4.242 -0.551
C 2.535 -4.189 -2.159
C -0.180 -4.655 -0.777
As 1.746 -1.962 0.260
Si 4.034 -1.208 0.570
C 4.648 -0.869 -1.149
C 3.840 0.321 1.594
C 4.997 -2.541 1.429
H 2.294 -6.308 0.517
H 2.001 -5.084 1.750
H 3.508 -5.061 0.816
H 2.811 -5.216 -2.419
H 3.454 -3.606 -2.110
H 1.908 -3.796 -2.963
H -0.253 -5.536 -1.421
H -0.739 -3.849 -1.255
H -0.668 -4.899 0.168
H 4.092 -0.053 -1.611
H 4.600 -1.748 -1.792
H 5.699 -0.570 -1.079
H 3.251 1.080 1.075
H 4.827 0.740 1.811
H 3.355 0.098 2.545
H 5.239 -3.364 0.755
H 4.477 -2.943 2.300
H 5.942 -2.116 1.780
O 0.561 1.773 0.913
C -0.571 2.149 0.459
N -1.228 3.295 0.525
C -2.442 3.193 -0.328
C -2.322 1.714 -0.837
O -3.054 1.157 -1.603
N -1.198 1.191 -0.221
C -3.725 3.312 0.481
C -4.940 3.223 -0.193
C -6.131 3.310 0.508
C -6.121 3.489 1.886
C -4.915 3.574 2.559
C -3.716 3.480 1.859
C -2.330 4.191 -1.474
C -1.587 3.881 -2.610
C -1.419 4.823 -3.614
C -1.987 6.083 -3.489
C -2.724 6.397 -2.357
C -2.897 5.454 -1.353
H -0.814 4.176 0.790
H -4.950 3.087 -1.267
H -7.071 3.243 -0.024
H -7.054 3.566 2.430
H -4.900 3.720 3.631
H -2.780 3.549 2.397
H -1.142 2.898 -2.722
H -0.852 4.572 -4.501
H -1.861 6.816 -4.275
H -3.173 7.376 -2.256
H -3.488 5.700 -0.480
*
```

The Löwdin scheme yields these atomic charges, measured in e:
1 Ru 0.54
2 C -0.02
3 N -0.19
4 C -0.07
5 C -0.68
6 S 0.72
7 N -0.17
8 C -0.05
9 C -0.02
10 H 0.11
11 H 0.09
12 H 0.10
13 H 0.10
14 H 0.04
15 H 0.10
16 H 0.08
17 H 0.05
18 H 0.11
19 H 0.09
20 H 0.10
21 H 0.09
22 C -0.02
23 N -0.14
24 C -0.08
25 C -0.10
26 N 0.04
27 C -0.72
28 S 0.74
29 H 0.10
30 H 0.07
31 H 0.10
32 H 0.13
33 H 0.13
34 H 0.12
35 H 0.13
36 H 0.12
37 C -0.20
38 Si 0.30
39 C -0.19
40 C -0.21
41 As 0.91
42 Si 0.30
43 C -0.20
44 C -0.21
45 C -0.21
46 H 0.06
47 H 0.04
48 H 0.02
49 H 0.06
50 H 0.01
51 H 0.03
52 H 0.05
53 H 0.03
54 H 0.02
55 H -0.01
56 H 0.02
57 H 0.06
58 H 0.02
59 H 0.06
60 H 0.01
61 H 0.03
62 H 0.03
63 H 0.05
64 O -0.16
65 C -0.62
66 N 0.22
67 C -0.23
68 C -0.41
69 O 0.13
70 N -0.07
71 C -0.17
72 C -0.02
73 C -0.05
74 C -0.07
75 C -0.07
76 C -0.03
77 C -0.15
78 C -0.02
79 C -0.07
80 C -0.07
81 C -0.05
82 C -0.01
83 H 0.18
84 H 0.13
85 H 0.11
86 H 0.11
87 H 0.11
88 H 0.10
89 H 0.10
90 H 0.10
91 H 0.11
92 H 0.11
93 H 0.12

Density functional theory data (wB97M-V/def2-TZVPD) for C48H41FN10O5SiV as an isolated structure at a distorted geometry.

Computed properties:
⟨S²⟩ = 3.81
Max |F| = 0.0702 hartree/bohr
Kohn-Sham gap (spin up / spin down) = 0.1707 / 0.2371 hartree
ΔE to the lowest compared entry with this formula, charge and spin = 1.275 eV

Structure (ORCA input):
```
! RIJCOSX wB97M-V def2-TZVPD def2/J DEFGRID3
* xyz 0 4
V -0.683 0.168 0.609
C -3.405 -1.803 3.654
C -3.033 -1.108 2.526
N -1.901 -1.367 1.876
C -1.219 -2.416 2.302
C -1.727 -3.226 3.267
N -2.782 -2.900 4.051
C 0.232 -2.612 1.717
C 1.238 -3.169 2.753
C 2.540 -2.871 2.584
C 2.862 -1.810 1.655
C 1.904 -0.927 1.289
N 0.586 -1.224 1.453
C 2.231 0.432 0.723
C 3.480 0.954 0.485
N 3.712 2.252 0.359
C 2.605 3.069 0.422
C 1.356 2.554 0.563
N 1.145 1.206 0.695
C 3.581 -3.414 3.476
C 3.558 -4.745 3.923
C 4.587 -5.194 4.779
N 5.576 -4.463 5.231
C 5.594 -3.178 4.798
C 4.648 -2.622 4.028
H -4.203 -1.406 4.347
H -3.554 -0.270 2.185
H -1.312 -4.245 3.398
H 0.937 -3.846 3.567
H 3.954 -1.569 1.410
H 4.374 0.319 0.519
H 2.859 4.132 0.280
H 0.506 3.205 0.542
H 2.831 -5.389 3.464
H 4.513 -6.272 5.103
H 6.441 -2.545 5.127
H 4.746 -1.539 3.711
O -4.572 5.382 3.012
N -4.893 5.101 1.848
O -5.735 5.783 1.271
C -4.177 4.022 1.280
C -4.788 3.425 0.169
C -4.289 2.197 -0.251
C -4.957 1.387 -1.312
C -4.530 0.090 -1.497
C -3.283 -0.302 -0.876
N -2.689 0.450 0.020
C -3.159 1.634 0.333
C -2.468 2.237 1.483
N -1.390 1.603 1.960
C -0.762 1.963 3.006
C -1.267 3.125 3.687
C -2.309 3.849 3.195
C -2.969 3.471 1.947
H -5.668 3.919 -0.294
H -6.006 1.719 -1.610
H -5.061 -0.610 -2.071
H -2.927 -1.388 -0.888
H 0.125 1.403 3.271
H -0.782 3.360 4.637
H -2.710 4.771 3.615
C 2.886 1.235 -5.932
C 1.880 2.372 -5.661
C 2.612 3.713 -5.569
C 1.592 4.869 -5.481
C 0.666 4.651 -4.330
C 0.279 5.686 -3.506
C -0.613 5.512 -2.418
F -0.963 6.548 -1.636
C -0.908 4.259 -2.028
C -0.331 3.127 -2.710
C -0.363 1.797 -2.044
O -0.779 1.710 -0.862
C 0.142 0.751 -2.828
C 0.837 0.970 -3.979
N 1.005 2.210 -4.506
C 0.405 3.338 -3.889
C 0.132 -0.710 -2.357
O 0.312 -1.592 -3.164
O -0.015 -0.866 -1.092
H 3.250 1.330 -6.933
H 2.457 0.295 -5.925
H 3.660 1.240 -5.171
H 1.214 2.436 -6.605
H 3.168 3.813 -6.499
H 3.351 3.625 -4.709
H 1.093 4.922 -6.442
H 2.079 5.785 -5.351
H 0.647 6.670 -3.756
H -1.447 4.034 -1.152
H 1.191 0.129 -4.578
C 0.269 -5.989 -1.281
Si -0.499 -5.230 0.299
C -2.264 -4.752 0.038
C -0.036 -6.388 1.742
C 0.365 -3.555 0.435
H -0.337 -6.728 -1.796
H 1.211 -6.464 -1.049
H 0.440 -5.172 -1.991
H -2.895 -5.548 -0.374
H -2.302 -3.861 -0.620
H -2.629 -4.433 1.006
H -0.635 -7.304 1.816
H -0.040 -5.944 2.712
H 1.009 -6.690 1.588
H -0.042 -3.035 -0.443
H 1.436 -3.518 0.228
*
```

Löwdin atomic charge list, values in e, 99 entries:
1 V 1.01
2 C -0.11
3 C -0.08
4 N 0.10
5 C -0.19
6 C -0.08
7 N 0.12
8 C -0.36
9 C 0.04
10 C -0.20
11 C -0.01
12 C -0.24
13 N -0.03
14 C -0.15
15 C -0.07
16 N 0.10
17 C -0.08
18 C -0.07
19 N 0.04
20 C -0.15
21 C -0.01
22 C -0.16
23 N 0.05
24 C -0.17
25 C -0.04
26 H 0.13
27 H 0.09
28 H 0.12
29 H 0.12
30 H 0.13
31 H 0.12
32 H 0.12
33 H 0.11
34 H 0.10
35 H 0.12
36 H 0.11
37 H 0.13
38 O -0.02
39 N -0.39
40 O 0.03
41 C -0.11
42 C 0.02
43 C -0.15
44 C 0.01
45 C -0.04
46 C -0.11
47 N -0.05
48 C -0.21
49 C -0.15
50 N -0.01
51 C -0.12
52 C -0.03
53 C 0.02
54 C 0.00
55 H 0.13
56 H 0.13
57 H 0.08
58 H 0.13
59 H 0.12
60 H 0.11
61 H 0.10
62 C -0.03
63 C -0.32
64 C -0.13
65 C -0.12
66 C -0.14
67 C 0.07
68 C -0.25
69 F 0.08
70 C 0.08
71 C 0.00
72 C -0.25
73 O -0.09
74 C -0.01
75 C 0.05
76 N 0.03
77 C -0.05
78 C -0.58
79 O 0.07
80 O -0.11
81 H 0.09
82 H 0.04
83 H 0.10
84 H 0.18
85 H 0.12
86 H 0.15
87 H 0.13
88 H 0.10
89 H 0.13
90 H 0.11
91 H 0.14
92 C -0.17
93 Si 0.54
94 C -0.17
95 C -0.17
96 C -0.15
97 H 0.02
98 H 0.02
99 H 0.03

Density functional theory data (wB97M-V/def2-TZVPD) for one molecule with the formula C6H12.

Computed properties:
SMILES string = C[C@H]1CC1(C)C
Max |F| = 0.0066 hartree/bohr
Kohn-Sham gap = 0.3834 hartree
ΔE to the lowest compared entry with this formula, charge and spin = 1.551 eV

Structure (ORCA input):
```
! RIJCOSX wB97M-V def2-TZVPD def2/J DEFGRID3
* xyz 0 1
C 2.120 0.113 -0.710
C 0.816 -0.550 -0.336
C 0.327 -0.695 1.063
C -0.534 0.040 0.065
C -0.888 1.402 0.669
C -1.688 -0.676 -0.647
H 2.177 1.154 -0.380
H 2.958 -0.435 -0.262
H 2.261 0.094 -1.797
H 0.648 -1.463 -0.908
H 0.804 -0.015 1.772
H -0.020 -1.627 1.490
H -1.793 1.819 0.223
H -0.092 2.154 0.654
H -1.122 1.227 1.729
H -1.885 -1.655 -0.198
H -1.462 -0.849 -1.709
H -2.617 -0.096 -0.621
*
```

The Löwdin scheme yields these atomic charges, measured in e:
1 C -0.07
2 C -0.29
3 C -0.10
4 C -0.46
5 C -0.05
6 C -0.05
7 H 0.07
8 H 0.08
9 H 0.07
10 H 0.13
11 H 0.11
12 H 0.10
13 H 0.07
14 H 0.08
15 H 0.08
16 H 0.08
17 H 0.08
18 H 0.07